1.
DFT (the ωB97M-V functional and the def2-TZVPD basis) results for one molecule with the formula C3H6S2.

Results
gap between HOMO and LUMO: 8.25 eV
SMILES: CC(=S)CS

Each line ends with the Löwdin charge.
Cartesian coordinates (Å):
S -2.0929 -0.5719 -0.1737  0.70
S 2.2660 -0.9364 -0.2108  0.65
C 0.6224 1.3562 -0.0103  -0.14
C 0.7599 -0.1641 -0.0314  -0.81
C -0.4281 -0.9782 0.3812  -0.66
H -0.3383 -1.0183 1.4831  0.10
H -0.4958 1.5760 -0.0329  0.05
H -1.8950 -0.7738 -1.4979  -0.12
H 1.0791 1.7741 0.8967  0.09
H 0.8452 1.8043 -0.9663  0.07
H -0.3226 -2.0679 0.1623  0.07

Forces on atoms 1 to 2 (eV/Å):
-0.22 0.52 -0.08
-2.57 1.34 0.09

---

2.
DFT (the ωB97M-V functional and the def2-TZVPD basis) results for a 2-piece molecular cluster, C2H3ClN2 overall.

Results
gap between HOMO and LUMO (alpha / beta): 9.99 / 8.28 eV

Each line ends with the Löwdin charge.
Cartesian coordinates (Å):
Cl -0.4647 -0.9415 1.7671  0.67
N -2.2931 -0.6569 -1.3818  0.17
N 1.7017 0.1693 -0.6713  0.09
C -1.5938 -0.2880 -0.5423  -0.34
C -0.8187 0.1346 0.5156  -0.60
H 1.9951 1.0276 -0.2138  -0.03
H -0.5883 1.1753 0.6689  0.06
H 2.0618 -0.6205 -0.1424  -0.03

Forces on atoms 1 to 2 (eV/Å):
0.05 -0.17 0.27
-0.20 -0.11 -0.41

---

3.
DFT (the ωB97M-V functional and the def2-TZVPD basis) results for one molecule with the formula C5H7NO.

Results
gap between HOMO and LUMO: 8.67 eV

Each line ends with the Löwdin charge.
Cartesian coordinates (Å):
O 0.2987 1.4454 1.2714  0.10
N -0.2616 -1.0341 0.7157  0.10
C 0.6072 -0.5378 -0.2695  -0.43
C -0.3762 0.7241 0.5746  -0.40
C 1.1177 -1.3573 0.8728  -0.09
C 1.0680 -0.2748 -1.5031  0.08
C -1.7663 1.0437 0.1047  0.01
H 1.6706 -0.8766 1.6760  0.11
H 0.5635 0.4482 -2.1331  0.06
H 1.4032 -2.3563 0.5508  0.12
H -1.8136 1.0929 -0.9865  0.09
H 2.0524 -0.5996 -1.8143  0.06
H -2.0937 2.0025 0.5070  0.09
H -2.4699 0.2796 0.4336  0.09

Forces on atoms 1 to 2 (eV/Å):
-0.45 -1.03 -1.16
-1.85 1.97 0.06

---

| no. | total energy (eV) |
| --- | --- |
| 1 | -24877.5888 |
| 2 | -17621.2211 |
| 3 | -8831.3928 |